C33H30BF3NO8S3 as an isolated structure at a distorted geometry, computed with ωB97M-V with the def2-TZVPD basis set.

```
79
C33H30BF3NO8S3, DFT ωB97M-V with the def2-TZVPD basis set
H -1.984 -0.089 -2.573
H 3.451 -2.144 -0.711
S 2.303 1.063 -2.288
H -4.568 0.868 -2.921
H 1.876 2.412 3.856
C -4.148 0.400 -2.041
C -2.722 -0.581 -0.585
C -3.922 -3.791 1.094
C 1.407 3.036 -3.969
O 5.635 1.043 -0.212
H 2.005 4.837 3.256
C 3.650 2.202 -4.389
O -3.362 -2.744 0.467
C 2.453 4.081 2.592
S -0.696 0.083 0.850
C -4.789 0.225 -0.826
H 2.843 4.682 -6.599
H 4.463 1.543 -4.111
C -4.926 -4.592 0.397
C -6.081 0.577 -0.264
O 2.333 -0.291 -2.803
C 3.108 4.480 1.423
F -2.811 1.920 1.499
C -2.416 -2.885 2.493
H -4.476 -5.337 -0.285
C 2.363 2.725 2.933
C 2.743 3.974 -5.778
H 0.717 4.629 -5.275
C 2.916 1.761 2.098
C 3.784 3.096 -5.458
C -0.626 -2.977 -1.579
C 1.688 -1.660 4.604
H -5.437 -5.160 1.204
H 1.515 -2.563 5.195
C 2.468 2.182 -3.669
C -1.536 1.664 1.116
C -0.426 -2.130 -0.540
H 3.469 -3.653 -1.660
O -3.902 -0.328 0.061
H 2.112 -0.932 5.273
O 1.134 1.499 -1.542
H -6.728 0.949 -1.064
O 0.284 -1.452 2.688
F -0.677 2.057 2.123
B -1.559 -1.308 0.169
H -5.666 -3.979 -0.135
H 3.190 5.532 1.163
H 4.706 3.107 -6.044
H 2.406 -1.903 3.834
N 3.699 1.520 -1.632
H -0.762 -0.121 5.527
H 3.162 -3.685 0.081
C -0.878 -0.805 2.357
C -2.817 -0.109 -1.864
C 0.452 -1.202 4.035
C 1.574 -2.982 -1.060
S 4.196 0.954 -0.218
H -2.427 0.323 3.328
H 4.172 3.791 -0.343
H -5.990 1.362 0.498
H 0.829 -4.240 -2.728
H -1.610 -3.180 -2.005
C 2.981 -3.126 -0.836
H -6.582 -0.277 0.214
C 0.654 -3.541 -1.922
F -1.254 2.398 0.022
C 3.559 2.174 0.915
C -1.537 -0.282 3.436
H 2.850 0.701 2.334
H 0.496 3.016 -3.366
C -0.630 -0.509 4.516
O 0.902 -2.111 -0.215
C -2.404 -2.181 1.261
C 3.668 3.526 0.583
H -3.696 -4.598 3.107
H -1.829 -2.759 3.385
O 3.524 -0.250 0.217
C -3.417 -3.880 2.339
C 1.551 3.943 -5.034
```

HOMO (eV): -4.94
Kohn-Sham gap (eV): 7.28
Multiplicity: 1
Charge: -1

Here are the Mulliken charges for atoms 1 to 5, given in e: number 1, H, carries 0.6364; number 2, H, carries 0.0929; number 3, S, carries 1.6575; number 4, H, carries 0.4550; number 5, H, carries 0.3575